(1)
ORCA calculation (ωB97M-V/def2-TZVPD) on C26H24Br3N5O10 as an isolated structure.

Properties
- Electronic energy: -9752.903842 Ha

The geometry in XYZ format:
```
68
Properties=species:S:1:pos:R:3:lowdin_charge:R:1
C 1.060 0.134 0.180 0.05
N 0.752 0.195 1.635 -0.41
O -0.373 -0.085 1.997 0.06
O 1.694 0.378 2.388 0.05
H 1.738 0.949 -0.043 0.10
H 0.113 0.197 -0.344 0.07
H 1.492 -0.840 -0.035 0.11
C -4.239 0.957 3.782 -0.06
C -3.493 0.943 2.617 -0.04
C -4.026 1.581 1.500 0.00
C -5.285 2.142 1.503 -0.14
C -6.048 2.094 2.669 -0.01
C -5.537 1.475 3.793 -0.06
N -5.844 2.738 0.293 -0.35
O -5.151 2.708 -0.704 0.08
O -6.962 3.202 0.350 0.09
H -3.889 0.501 4.701 0.09
H -2.523 0.478 2.521 0.08
H -3.436 1.570 0.591 0.09
H -6.989 2.623 2.735 0.12
H -6.109 1.481 4.710 0.11
C 3.076 1.254 -3.679 -0.07
C 2.493 0.456 -4.649 -0.07
C 2.904 0.545 -5.975 0.00
C 4.001 1.318 -6.272 -0.14
C 4.688 2.025 -5.285 0.00
C 4.227 1.972 -3.982 -0.06
N 4.418 1.461 -7.682 -0.36
O 5.221 2.327 -7.952 0.08
O 3.906 0.702 -8.481 0.08
H 2.715 1.135 -2.665 0.09
H 1.706 -0.244 -4.401 0.11
H 2.363 0.002 -6.736 0.12
H 5.528 2.646 -5.562 0.12
H 4.794 2.471 -3.208 0.11
C 5.431 -1.821 3.634 -0.07
C 4.155 -1.808 3.097 -0.07
C 3.392 -2.974 3.085 -0.04
C 3.896 -4.134 3.637 -0.16
C 5.158 -4.131 4.232 0.00
C 5.931 -2.984 4.210 -0.06
N 3.149 -5.374 3.528 -0.35
O 2.108 -5.363 2.897 0.02
O 3.611 -6.366 4.062 0.08
H 5.957 -0.876 3.680 0.11
H 3.651 -0.925 2.727 0.08
H 2.384 -2.902 2.702 0.08
H 5.550 -5.098 4.521 0.12
H 6.935 -3.047 4.604 0.11
C -5.181 0.023 -3.167 -0.06
C -4.852 1.221 -3.806 -0.06
C -3.675 1.871 -3.497 -0.01
C -2.861 1.372 -2.493 -0.17
C -3.198 0.192 -1.847 -0.02
C -4.366 -0.475 -2.164 -0.06
N -1.748 2.160 -1.988 -0.33
O -1.334 1.897 -0.871 0.04
O -1.327 3.063 -2.685 0.10
H -6.131 -0.412 -3.450 0.11
H -5.528 1.625 -4.546 0.11
H -3.384 2.778 -4.010 0.12
H -2.553 -0.211 -1.076 0.12
H -4.615 -1.415 -1.691 0.11
C 0.113 -1.784 5.184 -1.59
Br -1.473 -1.402 6.244 0.56
Br -0.033 -3.537 4.345 0.62
Br 1.735 -1.606 6.206 0.60
H 0.118 -1.050 4.389 -0.07
```


(2)
ORCA calculation (ωB97M-V/def2-TZVPD) on C29H30AuI2N2O2Si as an isolated structure.

Properties
- Charge: +1
- Electronic energy: -2403.423560 Ha

The geometry in XYZ format:
```
67
Properties=species:S:1:pos:R:3:lowdin_charge:R:1
Au 0.727 0.262 0.565 1.28
I 3.854 -5.198 -2.660 0.92
C 3.247 -3.281 -2.130 -0.74
C 4.177 -2.371 -1.645 -0.21
C 3.767 -1.107 -1.246 -0.65
I 5.155 0.262 -0.523 0.98
C 2.425 -0.739 -1.341 -0.44
O 1.998 0.474 -0.942 -0.27
C 1.501 -1.660 -1.857 -0.17
C 0.071 -1.229 -1.957 -0.10
N -0.525 -0.990 -0.612 -0.10
C -1.886 -0.423 -0.662 -0.11
C -1.852 1.050 -1.024 -0.27
C -2.847 1.633 -1.790 0.00
C -2.767 2.991 -2.055 -0.03
C -1.696 3.716 -1.560 -0.03
C -0.741 3.054 -0.809 -0.09
N -0.830 1.751 -0.546 0.05
C 1.911 -2.926 -2.242 -0.11
H 5.220 -2.645 -1.569 0.09
H -0.524 -1.988 -2.469 0.14
H -0.013 -0.286 -2.500 0.14
H -0.523 -1.853 -0.063 0.12
H -2.327 -0.549 0.327 0.13
H -2.483 -0.970 -1.394 0.14
H -3.663 1.034 -2.172 0.12
H -3.529 3.475 -2.651 0.12
H -1.594 4.774 -1.754 0.12
H 0.119 3.574 -0.407 0.12
H 1.187 -3.636 -2.624 0.11
C 2.452 0.190 2.381 -0.13
C 1.711 -0.284 3.632 -0.59
C 1.414 0.941 4.506 -0.08
C 2.629 -1.256 4.384 -0.06
Si 0.039 -1.045 3.142 0.51
O -0.557 0.042 2.031 -0.42
C 0.169 -2.740 2.343 -0.23
C 1.234 -3.160 1.534 -0.11
C 1.227 -4.400 0.908 -0.07
C 0.146 -5.254 1.075 -0.07
C -0.924 -4.862 1.866 -0.07
C -0.909 -3.623 2.493 -0.09
C -1.150 -1.097 4.563 -0.25
C -2.165 -0.143 4.661 -0.08
C -3.036 -0.140 5.742 -0.07
C -2.899 -1.089 6.745 -0.07
C -1.895 -2.046 6.664 -0.07
C -1.031 -2.049 5.580 -0.10
H 3.310 0.840 2.597 0.11
H 1.859 1.049 1.835 0.08
H 2.851 -0.599 1.746 0.05
H 2.343 1.461 4.760 0.09
H 0.927 0.652 5.438 0.09
H 0.754 1.651 3.999 0.09
H 3.573 -0.772 4.651 0.09
H 2.858 -2.146 3.795 0.08
H 2.158 -1.581 5.314 0.09
H 2.102 -2.528 1.376 0.09
H 2.070 -4.701 0.299 0.09
H 0.144 -6.226 0.598 0.11
H -1.768 -5.525 2.007 0.11
H -1.750 -3.340 3.115 0.10
H -2.272 0.606 3.885 0.10
H -3.820 0.604 5.803 0.11
H -3.576 -1.086 7.589 0.11
H -1.790 -2.790 7.442 0.11
H -0.267 -2.818 5.520 0.11
```


(3)
ORCA calculation (ωB97M-V/def2-TZVPD) on C15H19FN3SSiTl as an isolated structure.

Properties
- Electronic energy: -1707.334479 Ha

The geometry in XYZ format:
```
41
Properties=species:S:1:pos:R:3:lowdin_charge:R:1
Tl 0.127 -1.192 -1.278 0.91
C 3.967 0.900 -2.011 -0.17
Si 2.576 1.289 -0.779 0.33
C 1.120 2.000 -1.774 -0.21
C 3.171 2.655 0.387 -0.17
N 1.939 -0.105 -0.017 -0.21
C 2.573 -0.887 0.900 -0.35
C 3.907 -0.717 1.341 -0.05
C 4.491 -1.544 2.281 -0.11
C 3.789 -2.599 2.849 -0.12
C 2.478 -2.814 2.445 -0.04
C 1.922 -1.977 1.512 -0.24
F 0.625 -2.241 1.124 -0.09
H 4.287 1.785 -2.566 0.03
H 3.628 0.154 -2.734 0.02
H 4.844 0.490 -1.505 0.02
H 1.408 2.904 -2.316 0.03
H 0.292 2.260 -1.110 0.02
H 0.753 1.291 -2.524 -0.02
H 3.479 3.542 -0.172 0.03
H 4.021 2.330 0.990 0.02
H 2.372 2.947 1.072 0.03
H 4.484 0.091 0.906 0.08
H 5.519 -1.369 2.578 0.10
H 4.246 -3.244 3.586 0.09
H 1.885 -3.626 2.847 0.11
N -7.169 1.051 -0.242 0.08
C -6.639 -0.093 -0.700 -0.81
S -7.605 -1.200 -1.457 0.68
C -5.182 -0.301 -0.492 -0.22
C -4.579 -1.507 -0.852 -0.03
C -3.214 -1.650 -0.712 -0.16
N -2.418 -0.687 -0.243 -0.04
C -2.992 0.448 0.139 -0.12
C -4.352 0.686 0.037 0.00
H -8.146 1.214 -0.412 0.10
H -6.633 1.756 0.233 0.09
H -5.187 -2.308 -1.243 0.08
H -2.724 -2.575 -0.998 0.09
H -2.327 1.205 0.540 0.12
H -4.736 1.640 0.371 0.10
```


Q: Which value of electronic energy does entry 3 give?
A: -1707.334479 Ha


Q: Look up the electronic energy of the third one.
A: -1707.334479 Ha


Q: Which formula does entry 3 have?
A: C15H19FN3SSiTl